47
Properties=species:S:1:pos:R:3:mulliken_charge:R:1 method="wB97M-V/def2-TZVPD" e_tot_ha=-1019.2647 smiles="O=C1CCC[N+]1=C=C(c1ccccc1)[C@@]1(c2ccccc2)C=CCC1" total_charge=+1 e_above_lowest_kj_mol=285.4 multiplicity=1
C -4.173 -1.944 0.760 -0.6031
C -3.089 -2.823 0.732 -0.6489
C -1.769 -2.373 0.635 -0.7010
C -1.489 -0.995 0.523 0.4054
C -0.170 -0.380 0.379 0.5801
C 0.989 -0.950 0.443 -0.0730
N 2.197 -1.459 0.485 0.4535
C 2.786 -2.352 -0.538 -0.4816
C 4.178 -2.706 0.032 -0.5520
C 4.234 -2.215 1.464 -0.5822
C 2.944 -1.497 1.746 0.4528
O 2.547 -1.009 2.811 -0.5037
C -2.563 -0.141 0.685 0.3949
C -3.875 -0.583 0.761 -0.8753
H -5.215 -2.310 0.793 0.3961
H -3.317 -3.887 0.786 0.3769
H -0.942 -3.090 0.659 0.3530
H 2.206 -3.302 -0.661 0.3092
H 2.912 -1.871 -1.540 0.3053
H 4.362 -3.777 -0.043 0.3366
H 4.963 -2.236 -0.561 0.2910
H 4.400 -3.025 2.186 0.3566
H 5.090 -1.551 1.604 0.2673
H -2.355 0.912 0.736 0.0917
H -4.663 0.167 0.810 0.4208
C 1.383 1.729 0.050 -0.8713
C 1.808 2.239 1.471 -0.4690
C 0.491 2.635 2.077 -0.7441
C -0.594 2.254 1.313 -0.9439
C -0.210 1.383 0.169 1.8630
C -0.994 1.763 -1.085 0.2215
C -2.243 2.466 -1.150 -0.2361
C -2.994 2.511 -2.341 -0.7082
C -2.497 1.939 -3.517 -0.5539
C -1.196 1.437 -3.513 -0.7112
C -0.446 1.386 -2.327 -0.5400
H 1.416 2.665 -0.677 0.4778
H 2.088 0.881 -0.331 0.3021
H 2.209 1.374 2.027 0.0750
H 2.637 2.972 1.457 0.4625
H 0.476 3.106 3.057 0.4689
H -1.602 2.625 1.485 0.3170
H -2.657 3.008 -0.282 0.3053
H -3.997 2.961 -2.343 0.3860
H -3.084 1.981 -4.440 0.3881
H -0.765 1.040 -4.426 0.3830
H 0.582 1.040 -2.359 0.3570